The following is a DFT calculation (ωB97M-V/def2-TZVPD) of a cluster of 3 separate species, C3H8N2O5S in total in a non-equilibrium geometry.

The orbital gap is 9.5 eV.

The geometry in XYZ format:
```
19
Properties=species:S:1:pos:R:3:mulliken_charge:R:1
C -0.542 -0.047 -0.248 0.700
C -0.557 2.247 -0.659 -0.600
C -2.978 -0.794 -0.315 -0.433
N 0.148 1.031 -0.397 0.016
N -2.574 0.301 -0.721 -0.469
O 3.634 -2.317 1.441 -0.496
O 2.715 -0.505 -0.032 -0.572
O 1.536 -1.339 2.049 -0.462
O -0.339 -1.249 -0.124 -0.604
O -0.753 2.323 -1.994 -0.547
S 2.287 -1.720 0.623 0.791
H -1.454 2.201 -0.140 0.516
H 0.021 3.241 -0.313 0.282
H -2.100 -1.497 -0.163 0.243
H -4.001 -0.983 -0.207 0.346
H 1.075 1.116 -0.105 0.265
H 0.931 -1.969 2.395 0.339
H 4.485 -1.945 1.163 0.329
H -1.534 1.907 -2.253 0.357
```